(1)
A structure of composition C19H25GaN2O5S2 at a distorted geometry. Source: OMol25; level of theory: the ωB97M-V functional and the def2-TZVPD basis.

The geometry in ORCA input format:
```
! RIJCOSX wB97M-V def2-TZVPD def2/J DEFGRID3
* xyz 2 1
Ga -0.10926 -0.25107 0.87686
C -2.49384 -1.05961 -0.79309
O -1.85914 -1.00302 0.50600
C -2.53099 -1.78700 1.52681
C -2.11901 -1.20180 2.85543
O -0.70734 -1.14465 2.72385
C 0.06101 -0.64998 3.82251
C 1.49579 -0.98978 3.49478
O 1.71157 -0.69324 2.09477
C 3.04364 -1.06994 1.68562
H -2.57166 -2.09203 -1.13439
H -1.87975 -0.48978 -1.48615
H -3.48715 -0.61909 -0.73145
H -2.22073 -2.83059 1.44550
H -3.61265 -1.72780 1.40836
H -2.42831 -1.83737 3.68578
H -2.53106 -0.19986 2.99956
H -0.25370 -1.13139 4.74747
H -0.06233 0.43087 3.91477
H 1.69882 -2.04759 3.67049
H 2.16714 -0.38927 4.10874
H 3.77879 -0.44228 2.18670
H 3.11900 -0.92911 0.61594
H 3.22521 -2.11736 1.92746
O -1.37433 7.19756 -2.51182
C -2.25675 6.34448 -1.97633
O -3.43442 6.50485 -2.08397
C -1.70912 5.16672 -1.20080
C -2.52607 4.04532 -1.08553
C -2.14274 2.97969 -0.29757
C -0.92746 3.03509 0.38363
S -0.50116 1.85003 1.62217
C -0.08831 4.13666 0.25127
C -0.48921 5.20741 -0.53534
H -0.45736 6.93887 -2.38340
H -3.47521 4.04723 -1.60566
H -2.78187 2.11208 -0.19167
H 0.85210 4.16435 0.78621
H 0.15102 6.07952 -0.58781
N 3.52033 -3.65518 -4.23098
C 2.63187 -4.13650 -3.35432
S 2.19992 -5.72445 -3.34481
C 2.00642 -3.18387 -2.38326
C 1.22328 -3.67335 -1.33435
C 0.61564 -2.80111 -0.46693
N 0.74118 -1.46653 -0.59749
C 1.48486 -0.97292 -1.59592
C 2.13372 -1.79559 -2.49097
H 3.95795 -4.30096 -4.86839
H 3.83292 -2.70018 -4.25746
H 1.09956 -4.74107 -1.21647
H 0.00776 -3.15117 0.35782
H 1.55132 0.10444 -1.67705
H 2.72010 -1.33865 -3.27505
*
```

Values from the calculation:
HOMO-LUMO gap ... 6.90 eV
LUMO level ... -6.95 eV
Energy above the lowest of the compared OMol25 structures with the same formula, charge and spin ... 100.7 kJ/mol

***

(2)
An isolated molecule of C17H28N2O3S. Source: OMol25; level of theory: the ωB97M-V functional and the def2-TZVPD basis.

The geometry in ORCA input format:
```
! RIJCOSX wB97M-V def2-TZVPD def2/J DEFGRID3
* xyz 0 1
C 0.17235 2.08503 -3.61799
O 0.76400 1.89359 -2.35244
C 0.14272 2.40362 -1.26074
C -1.12201 2.98177 -1.25341
C -1.69098 3.43461 -0.06701
C -3.04614 4.07278 -0.09181
C -0.98660 3.30806 1.12325
C 0.27771 2.74356 1.12293
C 0.83307 2.29418 -0.05409
S 2.49668 1.62082 -0.06120
O 2.94510 1.55552 1.29825
O 3.28678 2.37196 -0.99121
N 2.42822 0.09144 -0.69737
C 1.58585 -0.98426 -0.20290
C 1.41866 -0.89397 1.30675
C 0.59807 -2.06489 1.86422
C 0.17466 -1.71977 3.30004
C 1.44078 -3.35259 1.91849
N -0.63678 -2.18458 1.10370
C -0.65709 -2.17090 -0.34805
C -2.11967 -1.91458 -0.74724
C -0.21464 -3.49150 -1.00751
C 0.19751 -0.99580 -0.84560
H -0.77995 1.55003 -3.69878
H 0.87964 1.67568 -4.33711
H 0.01670 3.14603 -3.83117
H -1.68305 3.08625 -2.16921
H -2.95552 5.11977 -0.38150
H -3.51134 4.03285 0.88933
H -3.69575 3.58144 -0.81256
H -1.42293 3.65648 2.04655
H 0.85864 2.64256 2.02609
H 2.43189 0.17284 -1.70221
H 2.11363 -1.91185 -0.46134
H 2.39581 -0.85452 1.78485
H 0.89994 0.03616 1.53807
H -0.51339 -0.87918 3.28773
H 1.04260 -1.45519 3.89678
H -0.32441 -2.56749 3.76458
H 0.81238 -4.20011 2.18806
H 1.92007 -3.57002 0.96965
H 2.21799 -3.24989 2.67133
H -1.18682 -2.96085 1.45323
H -2.20254 -1.75817 -1.81973
H -2.49239 -1.03427 -0.23057
H -2.74167 -2.76327 -0.47236
H 0.85150 -3.66281 -0.90281
H -0.45223 -3.47494 -2.06875
H -0.74199 -4.32843 -0.55323
H 0.28716 -1.04498 -1.93288
H -0.31222 -0.06819 -0.58111
*
```

Values from the calculation:
HOMO-LUMO gap ... 9.15 eV
Structure (SMILES) ... COc1cc(C)ccc1S(=O)(=O)NC1CC(C)(C)NC(C)(C)C1
LUMO level ... 0.51 eV
Energy above the lowest of the compared OMol25 structures with the same formula, charge and spin ... 0.0 kJ/mol

***

(3)
A cluster of 2 separate species, C5H4N3O4 in total at a distorted geometry. Source: OMol25; level of theory: the ωB97M-V functional and the def2-TZVPD basis.

The geometry in ORCA input format:
```
! RIJCOSX wB97M-V def2-TZVPD def2/J DEFGRID3
* xyz -1 1
C 2.36918 0.96874 -0.37740
C 2.23039 0.09933 0.70454
C 0.52322 -0.07667 -0.53934
C -1.56960 -1.41625 -0.15367
C -0.78735 -0.34312 -0.94893
N 1.32418 0.84096 -1.17367
N 1.04037 -0.53833 0.60632
N -1.82846 1.05518 0.22805
O -2.65697 -1.83634 -0.59279
O -2.91619 1.37779 -0.01792
O -1.08218 -1.88536 0.97919
O -1.14492 1.52493 1.08814
H 3.22725 1.60044 -0.60782
H 2.85847 -0.12905 1.55821
H -1.30103 0.07803 -1.78714
H -0.28635 -1.32029 1.03426
*
```

Values from the calculation:
HOMO-LUMO gap (spin up / spin down) ... 7.42 / 7.43 eV
LUMO level (spin up / spin down) ... 3.09 / 3.09 eV
Energy above the lowest of the compared OMol25 structures with the same formula, charge and spin ... 22.5 kJ/mol

***

(4)
A structure of composition C9H18As3F18O9Tl at a distorted geometry. Source: OMol25; level of theory: the ωB97M-V functional and the def2-TZVPD basis.

The geometry in ORCA input format:
```
! RIJCOSX wB97M-V def2-TZVPD def2/J DEFGRID3
* xyz 0 1
Tl -0.19743 1.69980 -1.24741
As -1.13111 -2.35792 -3.15502
F -2.25832 -3.14575 -2.08812
F -1.05832 -0.94044 -2.07496
F 0.03309 -1.47491 -4.18447
F -1.17927 -3.71164 -4.32765
F -2.50957 -1.60585 -3.96597
F 0.27734 -3.07984 -2.30389
As 0.34389 2.32895 3.29910
F 0.30733 2.17285 1.45620
F 1.29351 3.84768 3.17659
F 0.40728 2.33144 5.08362
F -0.75733 0.97524 3.42042
F 1.76292 1.23441 3.33701
F -1.19167 3.29382 3.19895
As -4.56667 1.15288 -2.62679
F -4.73308 -0.63576 -2.21210
F -2.77812 1.22380 -2.23384
F -4.36749 2.87718 -2.95813
F -6.25989 1.19001 -3.20950
F -5.02011 1.54845 -0.98061
F -4.12333 0.65448 -4.33536
C -4.35662 0.35468 2.50966
O -3.53393 -0.69173 1.98745
C -2.62154 -0.60011 1.02280
O -2.06415 0.48176 0.66699
O -2.28279 -1.84914 0.45829
C -2.89742 -3.05312 0.95334
H -3.62685 1.04136 2.93864
H -5.11256 -0.09376 3.15429
H -4.78976 0.90288 1.67303
H -3.92457 -3.18392 0.61284
H -2.85685 -3.06706 2.04250
H -2.28183 -3.89009 0.62375
C 3.94023 3.25937 1.27103
O 4.55534 2.84385 0.07657
C 3.79472 2.37810 -0.86188
O 2.66401 1.94558 -0.75943
O 4.40774 2.34614 -2.07571
C 5.75451 2.75294 -2.17162
H 3.44482 2.40780 1.73740
H 3.14195 4.00053 1.23180
H 4.78527 3.60973 1.86367
H 6.24761 2.62379 -3.13510
H 6.33987 2.38909 -1.32718
H 5.89267 3.83329 -2.12858
C 1.00008 -2.02709 2.22013
O 1.76255 -2.45415 1.19291
C 1.82360 -1.63714 0.07596
O 1.30184 -0.49778 -0.08139
O 2.42758 -2.31201 -0.92446
C 2.99227 -3.63753 -0.84183
H -0.03835 -2.09025 1.89491
H 1.23008 -1.01110 2.54102
H 1.12842 -2.56779 3.15783
H 3.77571 -3.76457 -1.58894
H 2.26521 -4.37092 -1.19055
H 3.41749 -3.95046 0.11177
*
```

Values from the calculation:
HOMO-LUMO gap ... 2.92 eV
LUMO level ... -9.16 eV
Energy above the lowest of the compared OMol25 structures with the same formula, charge and spin ... 382.8 kJ/mol